{
  "formula": "C30H62BrN4O6S",
  "method": "ωB97M-V with the def2-TZVPD basis set",
  "elements": ["Br", "S", "O", "O", "O", "O", "O", "O", "N", "N", "N", "N", "C", "C", "C", "C", "C", "C", "C", "C", "C", "C", "C", "C", "C", "C", "C", "C", "C", "C", "C", "C", "C", "C", "C", "C", "C", "C", "C", "C", "C", "C", "H", "H", "H", "H", "H", "H", "H", "H", "H", "H", "H", "H", "H", "H", "H", "H", "H", "H", "H", "H", "H", "H", "H", "H", "H", "H", "H", "H", "H", "H", "H", "H", "H", "H", "H", "H", "H", "H", "H", "H", "H", "H", "H", "H", "H", "H", "H", "H", "H", "H", "H", "H", "H", "H", "H", "H", "H", "H", "H", "H", "H", "H"],
  "coordinates": [[5.736, -1.473, -4.011], [2.745, -2.300, -2.508], [1.930, -3.192, -1.733], [1.726, 1.615, 3.430], [2.597, -0.806, -1.807], [-4.852, 3.219, 4.611], [4.265, -2.649, -1.958], [1.672, -4.313, -8.344], [2.352, -5.110, -7.615], [0.651, 1.132, 2.940], [2.620, 0.186, -2.844], [-5.423, 4.286, 5.019], [0.844, 0.516, 1.582], [1.633, -4.699, -5.297], [-4.249, 5.245, 3.099], [-7.052, 5.090, 6.761], [-4.631, 4.611, 7.328], [-5.749, 6.710, 4.391], [-0.537, 2.469, 0.681], [-3.598, 5.892, 5.431], [-0.159, -0.611, 1.297], [2.948, -7.553, -7.392], [-1.847, 1.183, 3.271], [2.769, -4.499, -6.307], [3.017, -3.015, -6.537], [-4.765, 5.538, 4.503], [0.729, -6.654, -6.592], [0.725, 1.622, 0.529], [-3.991, 5.931, 6.905], [4.084, -5.088, -5.784], [1.280, -6.787, -9.035], [1.837, -6.523, -7.641], [-0.552, 1.993, 3.192], [-6.236, 2.774, 6.766], [7.522, -1.130, -1.076], [-5.833, 4.213, 6.464], [6.517, -2.247, -1.361], [2.232, -0.106, 1.539], [5.311, -1.736, -2.114], [1.142, -6.142, -5.214], [-0.376, 2.670, 4.547], [-0.625, 3.055, 2.088], [2.355, -0.597, 0.575], [-4.960, 4.656, 8.369], [-7.021, 2.441, 6.088], [-1.798, 0.464, 4.090], [-3.486, 4.473, 3.103], [2.613, -8.521, -7.765], [0.240, -1.233, 0.494], [-5.397, 2.091, 6.677], [-4.668, 6.766, 7.104], [-7.905, 4.766, 6.163], [-1.132, -0.258, 0.969], [-3.189, 6.854, 5.112], [0.760, 1.148, -0.457], [0.796, -4.056, -5.586], [-3.882, 3.817, 7.263], [6.983, -3.042, -1.939], [-7.312, 4.975, 7.814], [7.438, -0.328, -1.811], [-0.142, -6.087, -6.934], [-6.707, 6.378, 3.991], [-2.674, 1.867, 3.477], [3.020, 0.635, 1.653], [8.545, -1.499, -1.106], [3.411, -2.576, -5.619], [-0.221, 1.931, 5.332], [-5.923, 7.224, 5.332], [5.016, -0.757, -1.743], [0.955, -7.828, -9.085], [-0.519, 3.281, -0.049], [0.434, -6.145, -9.261], [2.108, -2.483, -6.808], [3.188, -7.689, -6.342], [4.340, -4.585, -4.850], [0.287, -6.193, -4.537], [3.495, 0.687, -2.732], [0.466, 3.357, 4.553], [-2.808, 5.146, 5.295], [3.748, -2.861, -7.332], [0.429, -7.704, -6.542], [4.048, -6.150, -5.577], [-2.100, 0.646, 2.365], [-6.897, 6.147, 6.584], [2.045, -6.625, -9.795], [-1.555, 3.615, 2.215], [3.858, -7.280, -7.926], [0.198, 3.762, 2.231], [-3.100, 6.111, 7.510], [2.352, -0.851, 2.325], [1.602, 2.274, 0.607], [1.974, -4.359, -4.318], [-1.429, 1.878, 0.458], [-0.295, -1.241, 2.176], [-1.289, 3.227, 4.769], [-5.334, 7.448, 3.704], [4.889, -4.905, -6.498], [-3.819, 6.161, 2.690], [6.132, -2.667, -0.432], [-5.060, 4.920, 2.446], [7.348, -0.689, -0.095], [1.845, 0.797, -2.608], [1.913, -6.782, -4.777], [-6.617, 2.732, 7.788]],
  "gap_ev": [8.257, 9.496],
  "s2": 3.762,
  "fmax_ev_per_a": 0.69,
  "spin_multiplicity": 4,
  "e_lumo_ev": [0.4, 0.4]
}